{
  "formula": "C31H76BrN2O25S8",
  "method": "ωB97M-V/def2-TZVPD",
  "species": ["C", "C", "C", "O", "C", "C", "C", "N", "C", "N", "Br", "H", "H", "H", "H", "H", "H", "H", "H", "H", "H", "H", "H", "O", "S", "O", "O", "C", "C", "C", "H", "H", "H", "H", "H", "H", "H", "H", "O", "S", "O", "O", "C", "C", "C", "H", "H", "H", "H", "H", "H", "H", "H", "O", "S", "O", "O", "C", "C", "C", "H", "H", "H", "H", "H", "H", "H", "H", "O", "S", "O", "O", "C", "C", "C", "H", "H", "H", "H", "H", "H", "H", "H", "O", "S", "O", "O", "C", "C", "C", "H", "H", "H", "H", "H", "H", "H", "H", "O", "S", "O", "O", "C", "C", "C", "H", "H", "H", "H", "H", "H", "H", "H", "O", "S", "O", "O", "C", "C", "C", "H", "H", "H", "H", "H", "H", "H", "H", "O", "S", "O", "O", "C", "C", "C", "H", "H", "H", "H", "H", "H", "H", "H"],
  "coordinates": [[-0.7747, 7.0146, 6.5484], [-1.5420, 5.6316, 6.5973], [-0.9181, 4.4904, 5.6932], [0.5103, 4.5662, 5.5385], [0.9125, 4.6247, 4.1736], [0.5944, 3.2492, 3.4952], [1.1007, 1.9583, 3.8885], [0.4458, 1.1257, 2.9470], [-0.3691, 1.8225, 2.1048], [-0.3009, 3.1865, 2.4059], [-1.2143, 4.5665, 1.5591], [-0.8282, 7.4707, 7.5749], [-1.2633, 7.6720, 5.7787], [0.3088, 6.9365, 6.2720], [-2.5806, 5.8264, 6.1973], [-1.6676, 5.2171, 7.6303], [-1.1345, 3.4943, 6.1894], [-1.4909, 4.4788, 4.7196], [2.0249, 4.8141, 4.1220], [0.4098, 5.5054, 3.6920], [1.8042, 1.7168, 4.7107], [0.5662, 0.1069, 2.9506], [-1.0127, 1.4227, 1.2840], [0.6893, -2.4735, 3.8174], [-0.1731, -3.2702, 4.6551], [-0.6829, -2.7746, 5.8983], [0.5130, -4.6947, 4.9025], [1.8483, -4.7301, 5.4309], [1.8700, -4.4537, 6.9220], [-1.5313, -3.8446, 3.6814], [2.4943, -4.0351, 4.8892], [2.2298, -5.7348, 5.2460], [1.5792, -3.4237, 7.1358], [2.8707, -4.6127, 7.3269], [1.1664, -5.1032, 7.4458], [-1.1486, -4.2626, 2.7525], [-2.1764, -2.9920, 3.4722], [-2.0782, -4.5945, 4.2499], [-3.6536, -0.2628, -1.2948], [-3.1016, -1.3132, -2.1051], [-2.8389, -2.6158, -1.5677], [-1.7697, -0.7686, -2.8213], [-0.7485, -0.2027, -1.9966], [0.0572, -1.2727, -1.2843], [-4.0825, -1.4903, -3.5630], [-1.1809, 0.5085, -1.2858], [-0.0897, 0.3628, -2.6572], [-0.5537, -1.7988, -0.5479], [0.9089, -0.8321, -0.7629], [0.4215, -2.0170, -1.9911], [-4.2463, -0.5072, -3.9999], [-5.0330, -1.9360, -3.2723], [-3.5616, -2.1447, -4.2595], [2.0865, -3.2630, -0.6879], [2.5106, -4.5400, -0.1811], [3.3229, -4.6523, 0.9942], [3.1956, -5.3716, -1.3673], [4.2776, -4.7668, -2.0908], [5.5711, -4.8116, -1.3014], [1.0901, -5.5715, 0.0202], [4.0254, -3.7432, -2.3793], [4.4016, -5.3402, -3.0106], [5.5150, -4.1731, -0.4178], [6.4063, -4.4681, -1.9139], [5.7766, -5.8259, -0.9547], [0.4897, -5.5273, -0.8866], [0.5205, -5.1917, 0.8674], [1.4206, -6.5893, 0.2196], [5.9007, -6.7200, -5.1796], [5.2110, -7.9745, -5.0582], [5.1063, -8.6591, -3.8031], [5.7769, -8.9902, -6.1611], [7.1920, -9.2301, -6.2072], [7.6399, -10.1677, -5.1041], [3.5884, -7.7972, -5.7358], [7.7430, -8.2876, -6.1728], [7.3991, -9.6890, -7.1746], [7.5309, -9.7015, -4.1231], [8.6886, -10.4383, -5.2342], [7.0349, -11.0767, -5.0984], [3.6632, -7.3179, -6.7099], [3.0088, -7.1757, -5.0540], [3.1333, -8.7823, -5.8199], [10.7631, -8.9035, -5.8165], [11.9542, -8.1847, -5.4614], [13.1812, -8.3631, -6.1777], [12.2327, -8.3811, -3.8919], [12.3097, -9.7160, -3.3761], [13.6394, -10.3688, -3.7019], [11.5829, -6.4583, -5.4041], [11.4733, -10.3178, -3.7405], [12.2032, -9.6384, -2.2931], [13.7391, -10.5441, -4.7743], [13.7301, -11.3300, -3.1930], [14.4691, -9.7264, -3.4010], [10.6747, -6.3115, -4.8225], [11.4339, -6.1159, -6.4274], [12.4233, -5.9330, -4.9541], [-3.3922, 7.5895, 2.1480], [-2.4799, 8.5975, 2.6249], [-2.3956, 8.9405, 4.0123], [-2.6798, 9.9347, 1.7703], [-3.9972, 10.5038, 1.6813], [-4.3734, 11.2501, 2.9464], [-0.8591, 8.2061, 2.0418], [-4.7322, 9.7343, 1.4429], [-3.9788, 11.2022, 0.8438], [-4.4895, 10.5648, 3.7880], [-5.3167, 11.7815, 2.8117], [-3.5962, 11.9667, 3.2181], [-0.9118, 7.9868, 0.9764], [-0.5115, 7.3314, 2.5896], [-0.1988, 9.0502, 2.2322], [-6.8895, 9.3673, -2.9121], [-7.7423, 8.5706, -2.0771], [-8.2757, 9.0732, -0.8435], [-7.0283, 7.1567, -1.7979], [-5.7047, 7.1640, -1.2566], [-5.7049, 7.4678, 0.2294], [-9.0811, 7.9547, -3.0553], [-5.0697, 7.8661, -1.8039], [-5.2953, 6.1652, -1.4188], [-6.0245, 8.4935, 0.4191], [-4.7062, 7.3427, 0.6492], [-6.3984, 6.8105, 0.7585], [-8.6809, 7.5301, -3.9738], [-9.7396, 8.7918, -3.2840], [-9.6199, 7.2023, -2.4802], [-11.8629, 3.9444, 0.1697], [-10.5657, 4.5317, 0.0081], [-10.0988, 5.0032, -1.2651], [-9.4622, 3.5429, 0.6323], [-9.4284, 2.1868, 0.1731], [-8.7735, 2.0712, -1.1904], [-10.3857, 5.8373, 1.1848], [-10.4334, 1.7578, 0.1672], [-8.8424, 1.6251, 0.9021], [-9.3828, 2.5466, -1.9607], [-8.6401, 1.0231, -1.4646], [-7.8011, 2.5677, -1.1953], [-10.6938, 5.4749, 2.1635], [-11.0259, 6.6602, 0.8695], [-9.3455, 6.1588, 1.1975]],
  "lowdin_charge": [-0.091, -0.193, -0.210, -0.165, -0.154, -0.187, 0.080, 0.104, -0.066, -0.427, 0.953, 0.082, 0.049, 0.070, 0.113, 0.106, 0.132, 0.105, 0.150, 0.089, 0.161, 0.163, 0.159, -0.308, 0.581, -0.271, -0.257, -0.252, -0.071, -0.112, 0.117, 0.127, 0.070, 0.085, 0.088, 0.062, 0.078, 0.082, -0.290, 0.587, -0.278, -0.256, -0.265, -0.093, -0.115, 0.096, 0.126, 0.069, 0.077, 0.078, 0.077, 0.080, 0.079, -0.293, 0.592, -0.274, -0.257, -0.250, -0.066, -0.109, 0.116, 0.109, 0.069, 0.085, 0.090, 0.078, 0.060, 0.080, -0.288, 0.573, -0.279, -0.261, -0.253, -0.072, -0.120, 0.111, 0.127, 0.073, 0.065, 0.086, 0.076, 0.070, 0.077, -0.285, 0.588, -0.269, -0.263, -0.261, -0.073, -0.120, 0.112, 0.122, 0.072, 0.082, 0.086, 0.074, 0.077, 0.076, -0.311, 0.588, -0.268, -0.249, -0.240, -0.064, -0.131, 0.090, 0.131, 0.072, 0.088, 0.088, 0.075, 0.019, 0.084, -0.279, 0.589, -0.283, -0.262, -0.255, -0.073, -0.111, 0.116, 0.120, 0.061, 0.040, 0.089, 0.078, 0.080, 0.051, -0.268, 0.592, -0.285, -0.265, -0.262, -0.075, -0.112, 0.117, 0.121, 0.071, 0.080, 0.081, 0.076, 0.082, 0.067],
  "spin_multiplicity": 1,
  "charge": 1,
  "mol_weight_g_mol": 1213.38,
  "de_lowest_kcal_mol": 0.0,
  "energy_ev": -244259.862
}